(1)
Computed, not measured: the ion C5H11N2O with charge +1 at a distorted geometry, with ωB97M-V/def2-TZVPD.

Last column: natural (NBO) charge in e.
Cartesian coordinates (Å):
C 1.461538 -0.060300 0.329287  0.118
C -0.866304 0.405734 0.404860  -0.067
C 0.173700 -0.706775 0.771635  -0.373
C -0.014285 -1.126386 2.273339  -0.628
C -0.944615 1.376009 -3.021482  -0.514
N -0.763029 1.468397 -1.691731  0.264
N 2.555310 -0.635867 0.664143  -0.705
O -1.159705 0.473894 -0.969645  -0.167
H -1.889423 0.110852 0.833968  0.226
H -0.735402 1.431285 0.641314  0.227
H -0.016389 -1.444402 0.034174  0.246
H -0.224325 -0.236260 2.937281  0.238
H 0.902377 -1.596329 2.681706  0.226
H -0.897615 -1.818593 2.366974  0.244
H -1.397771 0.388983 -3.273844  0.244
H -1.910911 2.000733 -3.104460  0.325
H -0.100417 1.730107 -3.526156  0.293
H 2.396565 -1.523205 1.236115  0.379
H 3.430702 -0.237876 0.412522  0.424

Atoms 1-3, force components in eV/Å:
-0.4 0.8 -0.7
-2.9 -0.4 2.1
0.3 2.6 0.4

HOMO (spin up / spin down)	-11.94 / -11.94	eV
lowest unoccupied orbital energy (spin up / spin down)	-6.50 / -6.50	eV
total charge	+1
HOMO-LUMO gap (spin up / spin down)	5.4 / 5.4	eV

(2)
Computed, not measured: the ion C5H11N2O2 with charge +1 at a distorted geometry, with ωB97M-V/def2-TZVPD.

Last column: natural (NBO) charge in e.
Cartesian coordinates (Å):
C 1.830076 0.164457 -0.458275  0.811
C 0.810703 -1.745664 0.480286  -0.241
C 0.130806 -0.901504 1.669527  -0.073
C -0.757101 0.537950 -0.114852  0.232
C -1.770284 0.158701 -1.202731  -0.675
N 1.938074 -1.066011 -0.231767  -0.601
N -0.496092 1.931901 -0.165935  -0.750
O 1.906244 1.311748 -0.721222  -0.502
O -0.869901 0.020270 1.176956  -0.555
H 1.306628 -2.615759 0.897398  0.233
H -0.125512 -1.996476 -0.169237  0.246
H -0.398864 -1.446029 2.528008  0.246
H 0.786261 -0.164405 2.066082  0.185
H -1.217382 0.017404 -2.176048  0.237
H -2.257385 1.168397 -1.461819  0.182
H -2.507536 -0.605205 -1.004020  0.262
H 2.769207 -1.669080 -0.404855  0.441
H -0.417062 2.428077 0.764289  0.453
H -1.179415 2.399788 -0.789839  0.425
H 0.518533 2.071440 -0.681945  0.446

Atoms 1-3, force components in eV/Å:
-4.3 2.2 -0.1
-2.3 0.0 1.0
-0.3 0.3 -0.8

HOMO (spin up / spin down)	-11.61 / -11.15	eV
lowest unoccupied orbital energy (spin up / spin down)	-3.53 / -3.89	eV
total charge	+1
HOMO-LUMO gap (spin up / spin down)	8.1 / 7.3	eV

(3)
Computed, not measured: the ion C5H11N2O2 with charge +1 at a distorted geometry, with ωB97M-V/def2-TZVPD.

Last column: Löwdin spin population.
Cartesian coordinates (Å):
C 0.565934 -1.724079 -1.327694  0.067
C -0.081901 0.598528 -0.887298  0.568
C 0.112194 -0.725742 0.905948  0.592
C 0.909728 1.707441 -0.782604  0.061
C -1.208651 -0.894885 1.571229  0.066
N 0.142864 -0.552094 -1.779595  0.085
N 0.575164 -1.849476 -0.000674  0.106
O -1.362629 1.006322 -0.946828  0.147
O 1.153882 -0.230336 1.571927  0.149
H 0.683976 -2.753203 -1.820338  0.002
H 0.978028 2.172973 0.254370  0.014
H 0.582796 2.487714 -1.495242  0.022
H 1.953951 1.488221 -1.030288  0.000
H -1.941828 -0.123377 1.193597  0.024
H -1.041623 -0.595509 2.728514  0.012
H -1.664026 -1.881933 1.457891  0.009
H -0.119131 -0.441818 -2.807854  0.019
H 0.875981 -2.631653 0.521280  0.011
H -1.635763 1.902145 -1.268722  0.021
H 1.100963 -0.457545 2.545978  0.024

Atoms 1-3, force components in eV/Å:
-1.1 -1.6 1.8
-0.1 2.0 -3.5
0.5 -3.8 1.3

HOMO (spin up / spin down)	-9.72 / -14.95	eV
lowest unoccupied orbital energy (spin up / spin down)	-3.31 / -5.49	eV
total charge	+1
spin multiplicity	3
<S²>	2.0061
HOMO-LUMO gap (spin up / spin down)	6.4 / 9.5	eV

Here are the calculated relative energy (zero: lowest compared OMol25 entry of this formula, charge and spin) numbers, same order: 179.9; 114.6; 20.9 (kcal/mol).